(1)
92
Properties=species:S:1:pos:R:3:mulliken_charge:R:1 method="wB97M-V/def2-TZVPD" e_above_lowest_ev=0.205 homo_energy_ev=-7.537 multiplicity=1 max_force_ev_per_a=0.48
Pb -0.12164 0.24687 0.28670 0.85
O 0.89941 -0.56971 -7.22828 -0.59
C 0.62116 -1.65978 -6.34159 -1.36
C 0.63953 -1.15050 -4.90321 2.24
C 2.00151 -0.50983 -4.58250 -1.17
O 2.19575 0.77943 -5.14703 -0.60
C -0.50420 -0.12706 -4.69351 -0.88
Se -1.80396 -0.70278 -3.33603 -0.30
C 0.49226 -2.38721 -4.00346 -1.72
Se -0.01136 -1.84345 -2.20846 0.26
H 0.88242 -0.88642 -8.13487 0.36
H 1.37877 -2.44200 -6.46121 0.44
H -0.36236 -2.08820 -6.56278 0.46
H 2.79556 -1.19719 -4.89989 0.49
H 2.08606 -0.39186 -3.50032 0.19
H 1.99019 0.70593 -6.08795 0.42
H -1.06406 0.02354 -5.61523 0.49
H -0.09239 0.83456 -4.40552 0.17
H 1.42650 -2.94249 -3.91676 0.55
H -0.29278 -3.04877 -4.36750 0.52
F -2.98739 6.16864 1.97479 -0.31
C -2.23317 5.05379 2.08162 0.64
F -2.74182 4.34127 3.10137 -0.22
F -1.00328 5.45479 2.44285 -0.21
C -2.22595 4.27827 0.79121 -0.18
C -2.94774 4.74766 -0.28857 -0.22
C -2.96120 4.03594 -1.48092 -0.93
C -2.23033 2.86768 -1.53429 -0.25
N -1.51700 2.41454 -0.50405 -0.06
C -1.49818 3.07804 0.66367 0.77
S -0.54924 2.35926 1.93799 -0.57
H -3.50513 5.66947 -0.19513 0.51
H -3.52594 4.37597 -2.33670 0.42
H -2.20847 2.24722 -2.42491 0.23
C 1.22412 2.10817 -2.64846 -0.31
C 2.14899 1.95561 -1.49534 0.14
N 1.90603 1.34307 -0.35272 0.42
C 3.05324 1.41650 0.41037 -0.36
C 3.99849 2.09598 -0.27889 -0.78
N 3.41012 2.43327 -1.48016 -0.04
H 0.28332 1.60173 -2.43844 -0.51
H 1.65474 1.67931 -3.55740 0.34
H 1.00700 3.16267 -2.83125 0.47
H 3.11235 0.97621 1.39045 0.32
H 5.01351 2.35696 -0.03924 0.43
H 3.85001 2.91624 -2.24383 0.19
O 2.16291 -2.86264 -1.53147 -0.48
N 2.55801 -2.53298 -0.40096 0.05
O 1.82315 -1.74771 0.25162 -0.27
C 0.18491 -4.29878 8.53035 -1.79
C 0.07600 -2.83858 8.06684 1.67
C 1.13946 -2.03193 8.82893 -1.85
C -1.30665 -2.30847 8.46109 -1.88
C 0.33341 -2.75623 6.51597 1.96
O 1.61194 -3.33976 6.32883 -0.62
C -0.75405 -3.54096 5.75247 -1.64
C -0.64077 -3.78131 4.23577 -1.26
C 0.53631 -4.58260 3.72192 0.29
C 1.15451 -4.22121 2.53054 0.10
C 2.21566 -4.94931 2.00880 -0.99
C 2.65540 -6.06586 2.69450 0.27
Cl 3.99244 -6.99044 2.07011 -0.25
C 2.04745 -6.46539 3.87529 -0.92
C 0.99264 -5.72357 4.37856 -0.03
C 0.36224 -1.27040 6.10535 -1.21
N 0.76051 -1.05989 4.72019 0.84
C 0.09372 -0.46964 3.73381 -0.45
N 0.79561 -0.54022 2.61355 0.54
C 1.93629 -1.17581 2.99340 -1.09
N 1.95851 -1.49366 4.26468 -0.92
H 0.16442 -4.32814 9.62136 0.50
H 1.11703 -4.75037 8.19303 0.34
H -0.64744 -4.91066 8.18125 0.34
H 1.12257 -2.31844 9.88173 0.49
H 0.95037 -0.95694 8.79484 0.37
H 2.13798 -2.22769 8.43981 0.34
H -1.40563 -2.35247 9.54787 0.48
H -2.11706 -2.90412 8.03936 0.34
H -1.45618 -1.26526 8.17311 0.35
H 2.00397 -3.02815 5.49915 0.50
H -1.71497 -3.04774 5.92444 0.44
H -0.83479 -4.51625 6.22977 0.39
H -0.69211 -2.84797 3.67523 0.26
H -1.55367 -4.32201 3.96372 0.62
H 0.80762 -3.35167 1.98192 0.55
H 2.69220 -4.64389 1.08568 0.59
H 2.40546 -7.34387 4.39468 0.41
H 0.53736 -6.03302 5.31106 0.28
H 1.06068 -0.72111 6.73040 0.30
H -0.62662 -0.82603 6.20593 0.28
H -0.88243 -0.02334 3.84781 0.44
H 2.71621 -1.43491 2.29730 0.60



(2)
77
Properties=species:S:1:pos:R:3:mulliken_charge:R:1 method="wB97M-V/def2-TZVPD" e_above_lowest_ev=1.507 homo_energy_ev=-10.335 multiplicity=1 smiles="Cc1ccc([C@@H](/C=C/N2[C@H](Cc3ccccc3)C(=O)N(C)C2(C)C)c2n(C(C)(C)C)cc[n+]2C)cc1" charge=+1 max_force_ev_per_a=4.83
C -8.12749 0.33609 3.04678 -1.46
C -6.72428 -0.11074 2.74883 1.07
C -6.46418 -1.40905 2.30244 -1.31
C -5.14256 -1.85707 2.11607 -0.27
C -4.01771 -0.99026 2.18558 0.39
C -2.51352 -1.45208 1.91851 2.36
C -1.55870 -0.41121 2.41438 -0.29
C -0.21424 -0.37434 2.21014 -0.67
N 0.59080 0.72997 2.28179 0.43
C 2.04805 0.54856 2.14863 0.02
C 2.65786 -0.28661 3.26487 -0.38
C 4.15863 -0.44463 3.13237 0.59
C 4.99902 -0.11189 4.20080 -0.40
C 6.38754 -0.16138 4.04486 -0.58
C 6.94459 -0.59912 2.83760 -0.46
C 6.10164 -0.98938 1.79028 -0.68
C 4.71179 -0.92170 1.94033 -0.25
C 2.58887 1.97034 2.17395 0.05
O 3.75391 2.33054 2.01678 -0.72
N 1.54458 2.80902 2.40442 0.27
C 1.75486 4.23622 2.57871 -1.00
C 0.23517 2.15916 2.52383 0.46
C -0.33099 2.39816 3.93062 -1.65
C -0.71557 2.76991 1.48089 -1.52
C -2.48301 -2.85538 2.07449 -1.04
N -2.43561 -3.91539 1.23810 1.04
C -2.53718 -4.10278 -0.30382 0.96
C -3.40204 -3.00092 -0.87204 -1.24
C -3.15339 -5.47360 -0.62309 -1.85
C -1.12190 -4.15470 -0.89175 -1.38
C -2.24490 -5.03500 2.01115 -0.14
C -2.24962 -4.67268 3.30731 -1.46
N -2.36615 -3.31929 3.33980 0.45
C -2.60649 -2.61129 4.61289 -0.62
C -4.31816 0.32581 2.66256 -0.10
C -5.63490 0.75679 2.90431 -1.31
H -8.18054 1.40117 3.25679 0.37
H -8.81326 0.11872 2.22698 0.37
H -8.52313 -0.18254 3.92051 0.31
H -7.30294 -2.08180 2.08532 0.38
H -5.00062 -2.90692 1.83309 0.40
H -2.00949 -1.69877 0.94739 0.27
H -2.04066 0.49316 2.73167 -0.91
H 0.32420 -1.30728 1.96245 0.58
H 2.27774 0.11774 1.15642 0.26
H 2.42439 0.19181 4.23254 0.23
H 2.17675 -1.27678 3.24567 0.39
H 4.55221 0.23231 5.13690 0.32
H 7.03451 0.15408 4.86463 0.36
H 8.02642 -0.63446 2.71360 0.37
H 6.52188 -1.34054 0.84887 0.37
H 4.04798 -1.21590 1.12262 0.29
H 2.82855 4.44441 2.52723 0.37
H 1.24474 4.80967 1.78841 0.29
H 1.39436 4.57767 3.56239 0.32
H 0.45424 2.23398 4.67920 0.38
H -0.67758 3.43854 4.01454 0.50
H -1.16400 1.71598 4.13124 0.30
H -0.17408 2.94661 0.54343 0.41
H -1.57833 2.11839 1.30417 0.22
H -1.06112 3.75027 1.83713 0.44
H -2.99515 -2.01745 -0.65697 0.28
H -3.42421 -3.12039 -1.96056 0.52
H -4.41097 -3.08805 -0.45845 0.35
H -2.49455 -6.31916 -0.38516 0.48
H -4.12193 -5.64461 -0.14306 0.41
H -3.30218 -5.54326 -1.70872 0.43
H -0.57122 -5.05684 -0.58043 0.35
H -1.20203 -4.18505 -1.98362 0.43
H -0.53472 -3.26464 -0.66044 0.29
H -2.15766 -6.00036 1.58102 0.56
H -2.21712 -5.22059 4.20474 0.55
H -3.44469 -1.90783 4.51294 0.29
H -2.87220 -3.41769 5.31145 0.37
H -1.69144 -2.06974 4.89108 0.18
H -3.56296 1.12606 2.78630 0.28
H -5.82727 1.80409 3.18292 0.30



(3)
88
Properties=species:S:1:pos:R:3:mulliken_charge:R:1 method="wB97M-V/def2-TZVPD" e_above_lowest_ev=2.995 homo_energy_ev="-11.016 / -11.016" multiplicity=1 charge=+2 max_force_ev_per_a=3.67
Au 0.35637 0.15159 -0.24513 1.26
C -1.13752 -0.32969 -3.09942 -0.52
N -2.07777 -1.22784 -2.47699 0.39
C -2.76491 -2.07830 -3.42986 -1.21
C -2.36219 -1.22934 -1.16433 -0.04
N -1.49998 -0.80553 -0.25085 0.31
C -1.90213 -0.47750 1.04162 0.11
C -2.99818 0.37317 1.21998 -0.48
C -3.47238 0.69238 2.48465 -1.23
C -2.85639 0.16194 3.59419 -1.02
C -1.71305 -0.65238 3.46661 1.39
C -1.07456 -1.13973 4.62428 -1.09
C 0.07828 -1.88243 4.52999 -1.00
C 0.63539 -2.14432 3.28809 -0.11
C 0.01515 -1.72839 2.10100 -0.58
N 0.64228 -1.92193 0.90346 0.51
C 1.39222 -2.95434 0.56316 0.08
N 2.41223 -2.81700 -0.31658 0.17
C 2.58375 -3.72916 -1.43328 -1.21
C 3.14043 -1.57868 -0.44468 -1.00
N 1.14310 -4.21061 1.00511 0.27
C -0.12062 -4.60492 1.57323 -0.90
C 2.19684 -5.19339 1.16113 -1.30
C -1.19609 -0.97162 2.17780 0.05
N -3.53248 -1.83971 -0.79934 0.26
C -4.79964 -1.39916 -1.35480 -1.16
C -3.68435 -2.56830 0.43722 -0.37
H -1.66226 0.45677 -3.64646 0.42
H -0.50301 -0.87661 -3.79622 0.42
H -0.50744 0.14915 -2.34741 -0.73
H -2.01959 -2.60139 -4.03279 0.36
H -3.38770 -1.49293 -4.10897 0.41
H -3.38129 -2.81730 -2.92846 0.40
H -3.48006 0.78133 0.34373 0.62
H -4.33070 1.33882 2.59131 0.46
H -3.23780 0.36826 4.58294 0.47
H -1.48993 -0.89866 5.58910 0.46
H 0.56340 -2.24684 5.42114 0.45
H 1.57782 -2.67111 3.22469 0.52
H 1.82833 -4.50864 -1.41448 0.40
H 3.57487 -4.18724 -1.42757 0.33
H 2.46949 -3.16850 -2.36495 0.37
H 3.16959 -1.07154 0.51756 0.24
H 2.68744 -0.91248 -1.18512 0.16
H 4.15786 -1.81049 -0.76409 0.46
H -0.90640 -3.95583 1.19673 -0.07
H -0.12143 -4.56176 2.66757 0.33
H -0.32796 -5.63005 1.26789 0.48
H 3.17163 -4.74040 1.00830 0.40
H 2.07449 -6.02853 0.46906 0.37
H 2.14952 -5.58662 2.17909 0.41
H -4.64666 -0.79626 -2.24279 0.35
H -5.33712 -0.79284 -0.61865 0.37
H -5.41648 -2.26525 -1.60099 0.35
H -2.73051 -2.98258 0.75505 -0.15
H -4.37565 -3.39068 0.24128 0.47
H -4.09577 -1.96009 1.25018 0.23
F -0.99311 2.72733 -0.30484 -0.15
C -1.55762 2.91536 -1.53365 0.55
F -2.14191 4.12074 -1.51927 -0.15
F -2.51108 1.97165 -1.67536 -0.21
N 3.41739 3.08598 -0.05520 -0.05
C 2.48651 2.35974 -0.69007 -0.78
N 1.93118 1.46552 0.09362 -0.23
C 2.52264 1.61060 1.33068 0.34
C 2.29691 0.95029 2.53223 0.20
C 3.06800 1.32302 3.61437 -0.78
C 4.03108 2.33286 3.51604 -0.58
C 4.24816 3.01733 2.33893 -1.13
C 3.48340 2.63837 1.24344 0.34
H 3.97472 3.82298 -0.45762 0.25
H 2.20588 2.51020 -1.71420 0.60
H 1.53709 0.18798 2.60122 0.27
H 2.92748 0.82948 4.56261 0.51
H 4.61211 2.58505 4.38807 0.41
H 4.98337 3.80340 2.27256 0.43
S 0.16451 2.93764 -3.22929 -0.24
C 0.37457 4.60190 -3.30258 0.43
N 0.55753 5.40573 -2.24360 -0.03
C 0.62135 6.80298 -2.65433 -0.47
C 0.73328 6.70312 -4.18863 -0.50
N 0.47945 5.29570 -4.43337 -0.11
H 0.24493 5.14760 -1.32131 0.26
H 1.49485 7.29135 -2.21581 0.30
H -0.27736 7.33839 -2.33659 0.32
H 1.73079 6.98120 -4.54138 0.32
H 0.00033 7.32067 -4.70985 0.32
H 0.48313 4.88132 -5.34977 0.23



(4)
147
Properties=species:S:1:pos:R:3:mulliken_charge:R:1 method="wB97M-V/def2-TZVPD" homo_energy_ev=-3.688 multiplicity=1 charge=-1 max_force_ev_per_a=2.56
C -1.90667 -3.15018 1.06757 -0.76
C -0.55600 -2.44223 0.85981 0.44
C -0.30346 -1.88970 -0.52765 -0.08
Cl -0.53734 -3.18279 -1.77922 -0.30
In 1.80335 -1.05550 -0.74885 0.56
C 2.37251 0.04727 1.10889 -0.39
C 2.98605 1.46035 0.86892 0.30
C 2.15104 2.52912 1.53676 0.40
N 0.74402 2.55110 1.37184 -0.46
O 2.68144 3.33559 2.22869 -0.55
P 3.55966 -2.87537 -1.11415 0.19
C 3.85672 -3.86505 0.44360 -0.93
C 3.06217 -4.01338 -2.50926 -0.56
H -1.79422 -3.97492 1.76759 -0.01
H -2.65154 -2.46591 1.45735 0.16
H -2.29290 -3.57326 0.15001 0.32
H 0.24722 -3.13469 1.10648 0.15
H -0.50500 -1.62838 1.57065 -0.37
H -0.98875 -1.07346 -0.70987 -0.07
H 1.83541 -0.06939 -2.21592 -0.31
H 1.55793 0.12749 1.81546 -0.44
H 3.13063 -0.54253 1.61300 0.52
H 3.15616 1.68273 -0.18167 0.43
H 3.92475 1.51846 1.38536 -0.57
H 0.52464 2.15839 0.45954 0.35
H 0.28903 1.97436 2.06754 0.05
H 4.92453 -3.98017 0.57153 0.37
H 3.39645 -4.85192 0.45417 0.25
H 3.48874 -3.33184 1.31187 0.20
H 2.73861 -4.98783 -2.16357 -0.07
H 2.23113 -3.56146 -3.03377 0.18
H 3.87962 -4.09389 -3.21640 0.32
C -2.11458 0.38180 4.27352 -0.49
Cl -0.45913 0.18030 3.70818 -0.04
Cl -3.17957 0.91226 2.96745 0.03
Cl -2.70557 -1.11991 4.98257 0.11
H -2.11889 1.14527 5.03229 0.26
C 0.67095 1.60194 -4.95713 0.25
Cl 0.10461 0.03031 -5.51414 -0.10
Cl -0.31148 2.19507 -3.61308 -0.03
Cl 2.37022 1.52844 -4.49421 -0.08
H 0.57826 2.30807 -5.77086 -0.07
C -5.30392 0.06058 -0.29478 -0.15
Cl -3.68538 -0.09282 -0.95668 0.05
Cl -6.40958 0.70775 -1.50768 0.02
Cl -5.88753 -1.49328 0.30767 0.00
H -5.26881 0.75762 0.53345 0.10
C 1.56974 -8.26662 -1.01558 -0.04
Cl 1.08385 -9.43584 -2.25216 -0.14
Cl 3.31625 -8.00864 -1.05644 -0.12
Cl 0.70801 -6.74741 -1.21230 0.00
H 1.31469 -8.67931 -0.04877 0.28
C 5.43846 2.31051 4.11016 0.09
Cl 6.74338 2.53379 5.28081 -0.14
Cl 6.04494 2.31283 2.45835 -0.16
Cl 4.56193 0.81388 4.44187 -0.09
H 4.74367 3.13438 4.21093 0.26
C 2.30703 -2.54970 -8.23100 0.27
Cl 2.71644 -3.35349 -6.71676 -0.07
Cl 0.70544 -3.04453 -8.78753 -0.14
Cl 2.38989 -0.79739 -8.04724 -0.08
H 3.02722 -2.84689 -8.97900 0.01
C -5.82126 4.83565 -1.77367 -0.18
Cl -6.92490 3.93103 -2.81427 -0.03
Cl -5.18623 3.76915 -0.52574 -0.08
Cl -4.50749 5.54596 -2.71251 -0.03
H -6.37743 5.63286 -1.29825 0.32
C -3.01567 -5.15527 4.88967 -0.18
Cl -1.48416 -4.61833 4.20541 -0.02
Cl -3.38642 -4.25792 6.36918 -0.15
Cl -4.32902 -4.98125 3.72135 -0.04
H -2.92422 -6.20035 5.14480 0.31
C -5.26777 -6.99900 0.71712 0.04
Cl -3.91616 -7.43429 -0.32712 -0.09
Cl -5.50190 -5.25347 0.73448 0.00
Cl -6.74486 -7.82641 0.21070 -0.15
H -5.03247 -7.31532 1.72534 0.20
C 4.45267 6.10918 0.31347 0.24
Cl 4.05810 5.03389 -1.02310 -0.07
Cl 6.19505 6.40388 0.37497 -0.14
Cl 3.56909 7.63189 0.17240 -0.12
H 4.15445 5.62545 1.23626 0.10
C 3.33413 4.54734 -7.03316 0.20
Cl 4.68367 4.01626 -8.04191 -0.13
Cl 3.13451 6.29546 -7.12398 -0.11
Cl 1.84164 3.73171 -7.50583 -0.14
H 3.55169 4.28261 -6.00533 0.17
C 2.48809 -5.55012 -11.82438 0.04
Cl 1.78349 -4.82295 -13.27038 -0.13
Cl 3.68689 -4.46978 -11.10746 -0.12
Cl 1.23302 -5.98020 -10.66449 -0.10
H 2.99764 -6.45745 -12.11929 0.31
C 6.67777 6.81853 -3.78731 0.32
Cl 6.27001 5.73525 -5.12061 -0.08
Cl 8.41723 7.11171 -3.73208 -0.10
Cl 5.79829 8.34278 -3.93378 -0.14
H 6.38159 6.34209 -2.86053 0.01
C -0.76876 6.59058 -3.36614 0.04
Cl 0.31280 7.95835 -3.09159 -0.12
Cl -2.27965 7.13419 -4.10880 -0.16
Cl 0.01394 5.36196 -4.35515 0.02
H -1.00589 6.15019 -2.40565 0.24
C 6.88032 0.47590 9.22037 0.00
Cl 8.48931 0.94909 8.66531 -0.13
Cl 6.36483 1.49208 10.57140 -0.13
Cl 5.71915 0.54781 7.90101 -0.03
H 6.93319 -0.54601 9.57120 0.29
C -6.94955 2.43075 -6.29270 0.05
Cl -7.60216 2.21767 -7.91896 -0.14
Cl -8.09660 1.84651 -5.08076 -0.10
Cl -5.39955 1.61613 -6.12230 -0.07
H -6.79684 3.48907 -6.12479 0.25
C -0.14736 0.34935 8.28659 -0.13
Cl 0.83571 1.75267 8.70976 -0.13
Cl -1.64541 0.86066 7.49603 -0.05
Cl 0.75510 -0.75493 7.25305 -0.02
H -0.40548 -0.17025 9.19987 0.31
C -10.25224 2.26751 -1.46083 0.54
Cl -9.77395 1.48935 0.05005 -0.11
Cl -11.86986 1.75584 -1.94384 -0.14
Cl -10.16671 4.02162 -1.30115 -0.12
H -9.55578 1.96401 -2.23272 -0.19
C 10.38522 10.69292 -4.91419 0.06
Cl 9.37285 9.79588 -6.04409 -0.10
Cl 11.02044 9.63019 -3.65561 -0.12
Cl 11.70323 11.50571 -5.76498 -0.13
H 9.77420 11.44882 -4.43960 0.28
C 2.59879 -4.28708 8.54256 -0.01
Cl 4.11387 -3.73376 7.82933 -0.11
Cl 2.23131 -3.37425 10.01157 -0.13
Cl 1.28014 -4.16090 7.38349 0.00
H 2.71203 -5.32870 8.81354 0.27
C -1.18766 -7.51689 7.64102 0.18
Cl 0.22828 -7.35739 8.67923 -0.12
Cl -0.73501 -7.36238 5.94218 -0.09
Cl -2.00516 -9.05391 7.93476 -0.13
H -1.87631 -6.71591 7.88119 0.18
C -5.41448 2.57107 5.71234 0.03
Cl -4.39894 1.29549 6.39404 -0.04
Cl -6.06121 3.59934 6.99426 -0.15
Cl -4.51264 3.52634 4.53182 -0.12
H -6.24621 2.10472 5.20103 0.29
C -10.14541 -2.50580 0.64936 0.25
Cl -10.78195 -2.61970 -0.99178 -0.13
Cl -11.30401 -3.15443 1.81545 -0.14
Cl -8.59428 -3.33093 0.77946 -0.04
H -9.99116 -1.45910 0.87621 0.04